(1)
60
Properties=species:S:1:pos:R:3:forces:R:3 method="wB97M-V/def2-TZVPD" e_homo_ha=-0.092 lumo_energy_ev=1.8 de_lowest_kcal_mol=3.44 total_charge=-1 homo_lumo_gap_ha=0.15907
Na 0.581852 1.478414 -0.142137 -0.237 0.298 0.066
C 3.377699 2.232150 -0.139961 0.014 -0.237 -0.188
C 3.924418 0.811595 -0.239397 0.030 0.170 -0.043
C 5.426374 0.888860 -0.531092 -0.104 -0.078 -0.018
C 3.206081 0.009644 -1.330426 0.314 -0.120 -0.076
C 3.894090 -1.328826 -1.644903 0.017 0.211 0.087
O 2.818072 -2.258663 -1.748104 -0.218 -0.250 -0.091
C 1.706672 -1.636512 -1.252490 0.653 0.699 -0.108
N 1.829276 -0.395150 -0.988292 -0.080 -0.365 0.115
C 0.552253 -2.536134 -1.117014 -0.591 -0.586 0.078
C 0.824937 -3.908103 -1.258043 0.222 0.296 0.019
C -0.162882 -4.861336 -1.155314 -0.214 -0.073 0.042
C -1.469449 -4.466579 -0.904522 0.107 -0.048 -0.028
C -1.756527 -3.122509 -0.764315 -0.028 0.014 0.012
C -0.775523 -2.136353 -0.864723 0.391 -0.053 -0.111
P -1.248784 -0.372485 -0.680348 -0.812 -0.077 -0.033
C -2.937650 -0.394681 -1.414411 0.065 0.003 -0.124
C -3.012015 -0.104676 -2.776476 0.057 -0.033 0.074
C -4.228983 -0.097846 -3.440292 0.003 0.005 -0.047
C -5.396372 -0.370300 -2.743009 0.002 0.011 0.004
C -5.336597 -0.647910 -1.384501 -0.055 -0.015 0.011
C -4.118224 -0.658449 -0.721918 0.050 0.021 -0.018
C -1.645117 -0.287022 1.099965 0.020 -0.184 0.075
C -2.288903 0.862986 1.558365 0.015 -0.036 -0.115
C -2.597991 0.999148 2.898549 -0.071 0.010 0.067
C -2.242321 0.006374 3.800309 0.000 0.004 -0.035
C -1.564047 -1.116554 3.357276 0.035 -0.071 0.070
C -1.265695 -1.267765 2.011027 -0.024 0.085 -0.086
H 3.937075 2.805126 0.597663 -0.098 0.047 0.053
H 2.342923 2.236284 0.178562 0.439 0.411 0.259
H 3.454035 2.736396 -1.108207 0.023 0.040 0.020
H 3.758226 0.299494 0.714374 0.004 0.002 0.010
H 5.597270 1.373747 -1.496967 0.032 0.006 0.005
H 5.916379 -0.086455 -0.546005 0.017 0.025 -0.005
H 5.913494 1.491267 0.235069 0.021 0.010 -0.012
H 3.157215 0.637784 -2.229471 -0.031 -0.020 0.006
H 4.547185 -1.652962 -0.831242 -0.041 -0.024 -0.005
H 4.452244 -1.328158 -2.579422 -0.012 -0.043 0.014
H 1.843974 -4.208518 -1.446556 -0.012 -0.038 -0.013
H 0.081210 -5.909856 -1.267251 0.022 0.007 -0.003
H -2.258516 -5.202756 -0.818215 -0.013 0.015 0.009
H -2.776134 -2.826587 -0.564892 -0.037 0.040 -0.008
H -2.095832 0.125862 -3.308981 -0.038 0.025 -0.055
H -4.267188 0.136067 -4.496960 0.002 -0.003 0.007
H -6.351427 -0.350509 -3.252909 0.002 -0.013 0.003
H -6.246320 -0.855139 -0.834227 0.005 0.018 0.002
H -4.088575 -0.860117 0.341326 0.032 0.007 0.024
H -2.511588 1.666722 0.865536 -0.013 0.057 0.037
H -3.081913 1.901304 3.249085 0.019 0.015 -0.030
H -2.460371 0.126397 4.853689 0.002 0.010 0.000
H -1.252720 -1.877733 4.062316 0.005 0.015 0.001
H -0.719481 -2.138766 1.670589 -0.038 -0.038 0.067
O 1.631339 6.820923 4.290908 0.030 -0.049 -0.023
C 1.328040 5.883866 3.577804 -0.062 0.078 0.046
S 0.570527 6.050817 2.001514 -0.014 -0.145 -0.073
C 0.421227 4.327234 1.595669 0.388 -0.063 0.742
C 0.889041 3.456437 2.528339 -0.022 0.842 -0.133
S 0.900433 1.738960 2.465942 0.278 -0.787 0.382
S 1.572989 4.195674 3.996345 -0.044 -0.108 -0.148
S -0.299384 3.965900 0.072794 -0.407 0.059 -0.778

***

(2)
56
Properties=species:S:1:pos:R:3:forces:R:3 method="wB97M-V/def2-TZVPD" e_homo_ha=-0.559 lumo_energy_ev=-8.0 de_lowest_kcal_mol=0.05 total_charge=+2 homo_lumo_gap_ha=0.26630
Os -0.619600 0.374667 1.227328 -0.012 -0.143 0.000
O 3.065477 1.234381 -0.052996 -0.004 -0.005 -0.002
C 1.897096 1.193420 0.153136 -0.017 0.024 0.013
O 1.287874 0.226778 0.870152 0.033 0.046 -0.021
C 0.926755 2.226227 -0.344385 0.021 -0.025 0.000
C 1.327737 3.316593 -1.080723 -0.015 0.017 -0.008
C 0.366088 4.235670 -1.478366 0.000 -0.005 0.004
C -0.956975 4.025695 -1.114997 0.010 0.005 -0.007
C -1.288573 2.908963 -0.374804 -0.014 -0.014 0.009
N -0.360150 2.015129 0.002996 0.048 -0.013 0.012
H 2.376641 3.421996 -1.322551 0.003 -0.009 0.005
H 0.644371 5.103743 -2.060673 0.000 0.000 -0.001
H -1.733938 4.720437 -1.400715 -0.004 -0.004 0.003
H -2.308787 2.709647 -0.080937 -0.006 0.002 -0.005
C -2.594780 0.318757 -2.376816 -0.003 0.000 -0.002
C -3.852901 0.810111 -1.716969 0.011 0.003 0.004
C -4.898907 1.299363 -2.491333 0.004 0.002 0.008
C -6.110472 1.663030 -1.923219 -0.005 0.003 0.005
C -6.314967 1.535581 -0.555536 -0.002 0.002 0.000
C -5.287179 1.070849 0.243101 0.009 0.003 -0.016
C -4.051047 0.737836 -0.328817 0.002 -0.003 0.012
P -2.841550 -0.042948 0.725928 -0.146 -0.015 -0.036
C -2.692193 0.794785 2.285607 0.018 0.042 -0.001
C -3.208758 2.122809 2.478942 0.001 0.005 -0.001
C -2.810969 2.879678 3.532843 0.015 -0.007 0.000
C -1.845104 2.388250 4.449588 -0.019 0.001 -0.015
C -1.308756 1.149314 4.288138 -0.002 -0.006 -0.011
C -1.712961 0.308811 3.208002 0.054 -0.026 0.013
C -1.112439 -1.057559 3.107535 -0.081 0.024 -0.047
C -2.947202 -1.803447 0.595507 -0.002 0.005 0.005
C -4.089132 -2.590566 0.730552 -0.007 0.004 0.002
C -3.973377 -3.953571 0.524413 -0.012 0.005 0.001
C -2.743159 -4.502694 0.169994 0.009 -0.001 -0.004
C -1.616717 -3.706128 0.011410 0.002 -0.004 0.003
C -1.715878 -2.335347 0.214403 0.042 -0.019 0.003
C -0.561540 -1.402347 0.005263 0.006 0.089 0.029
H -2.529716 0.672368 -3.403727 -0.005 -0.001 -0.001
H -2.585586 -0.774582 -2.408746 0.006 -0.002 0.003
H -1.695661 0.650163 -1.854760 -0.001 0.007 -0.004
H -4.765983 1.377586 -3.562844 0.002 -0.001 -0.001
H -6.907314 2.032250 -2.554895 0.000 0.000 0.000
H -7.268752 1.791798 -0.115621 0.000 0.000 0.000
H -5.453069 0.953084 1.307199 -0.004 0.002 0.004
H -3.946595 2.507009 1.790404 0.000 -0.003 0.003
H -3.238301 3.861898 3.682574 -0.004 -0.001 0.004
H -1.545574 3.000004 5.290004 0.005 0.003 0.000
H -0.583860 0.765163 4.993894 0.000 0.005 0.001
H -0.470110 -1.259472 3.960789 0.031 0.000 -0.009
H -0.359591 -1.197940 2.233317 0.044 0.020 0.034
H -1.822090 -1.863644 2.942450 -0.012 0.001 0.004
H -5.041422 -2.151916 1.000975 -0.001 -0.003 0.001
H -4.836512 -4.593927 0.641488 -0.003 0.003 0.001
H -2.664585 -5.570032 0.011603 0.006 0.000 -0.001
H -0.672026 -4.148894 -0.277776 0.000 -0.004 -0.001
H -0.508552 -1.044647 -1.023185 0.001 0.012 0.009
H 0.395472 -1.860580 0.249659 -0.002 -0.022 -0.001

***

(3)
79
Properties=species:S:1:pos:R:3:forces:R:3 method="wB97M-V/def2-TZVPD" e_homo_ha="-0.405 / -0.405" lumo_energy_ev="-3.4 / -7.7" total_charge=+1 homo_lumo_gap_ha="0.27907 / 0.12158" multiplicity=2
Be -0.546735 1.669727 1.906880 1.181 -0.835 0.225
C 3.244165 0.841327 1.163980 -0.070 -0.076 0.026
C 2.193365 1.738227 1.002480 -0.049 -0.093 0.275
N 1.128365 1.300227 1.661780 -0.124 0.500 -0.191
N 1.459965 0.154727 2.256680 0.592 -0.381 -0.057
C 2.731465 -0.154873 1.971980 0.127 -0.030 -0.197
B 0.435865 -0.506273 3.195680 0.614 -0.100 0.496
N -0.073935 0.601527 4.127180 -0.002 -0.165 0.499
C -0.132835 0.662427 5.461780 -0.113 0.211 0.145
C -0.639435 1.895927 5.815380 0.017 -0.077 -0.057
C -0.873335 2.547327 4.608580 0.067 -0.115 0.109
N -0.533435 1.748527 3.605380 -0.354 0.574 -0.254
N -0.762535 -0.902173 2.328680 -0.188 -0.662 -0.176
C -1.469435 -2.007073 2.052380 -0.123 -0.032 -0.050
C -2.499735 -1.666173 1.201780 0.041 -0.020 -0.004
C -2.353535 -0.299973 0.994280 0.129 -0.154 0.112
N -1.301235 0.138327 1.671980 -0.181 0.291 -0.226
N 1.162365 -1.557373 4.010680 -0.062 -0.538 0.121
C 1.035265 -2.886673 4.226280 0.058 -0.501 0.122
C 2.034765 -3.285073 5.083680 -0.230 -0.123 -0.144
C 2.755065 -2.113973 5.355080 -0.600 -0.318 -0.342
N 2.215365 -1.108473 4.710480 0.676 1.561 0.161
H 4.235665 0.909527 0.765080 0.161 0.023 -0.042
H 2.168465 2.664227 0.466480 -0.075 0.190 -0.118
H 3.196565 -1.047673 2.340980 -0.001 -0.067 0.179
H 0.185865 -0.156773 6.071780 0.134 -0.168 0.084
H -0.809535 2.270027 6.801180 -0.039 0.088 0.245
H -1.246935 3.532027 4.410880 -0.110 0.134 -0.028
H -1.227135 -2.968873 2.454280 0.118 -0.094 0.143
H -3.241435 -2.316273 0.788580 -0.161 -0.131 -0.056
H -2.949735 0.376727 0.417880 -0.113 0.193 -0.130
H 0.273065 -3.475973 3.767080 -0.262 -0.148 -0.106
H 2.222965 -4.262073 5.475080 -0.057 -0.303 -0.004
H 3.617965 -1.983373 5.976380 0.168 0.147 0.124
F -1.809435 4.772727 -0.968820 0.026 0.242 0.139
C -2.727935 3.958927 -0.466020 0.144 -0.297 -0.443
F -2.616035 2.793227 -1.139320 -0.081 -0.253 -0.017
F -3.936735 4.408727 -0.709520 0.094 -0.059 0.465
S -2.252535 3.444127 1.297080 -1.218 1.481 0.015
O -1.015535 2.757327 0.919080 0.687 0.017 -0.154
O -3.280935 2.578827 1.761780 -0.575 -0.305 -0.038
N -1.835735 4.578527 2.260080 0.193 0.181 -0.430
S -2.632835 5.965127 2.262580 -0.658 -0.109 0.350
O -1.875235 6.984827 2.889180 0.249 0.000 0.334
O -3.205235 6.167127 0.970680 -0.342 0.455 -0.133
C -4.071835 5.562227 3.425080 0.232 0.045 -0.096
F -4.459935 6.613627 4.130380 0.130 0.169 -0.168
F -3.697735 4.605427 4.276980 0.054 -0.032 0.063
F -5.097535 5.117427 2.711280 -0.055 -0.076 -0.089
C 3.320265 -4.649573 -7.791620 -0.094 -0.050 -0.042
C 2.385965 -4.363073 -6.670020 0.269 0.013 -0.274
C 1.290065 -5.188473 -6.403820 -0.634 -0.157 0.427
C 0.434265 -4.916373 -5.362420 0.123 -0.788 -0.597
C 0.638365 -3.794973 -4.548720 -0.828 0.241 1.193
N -0.239735 -3.578173 -3.497920 0.894 -1.191 -1.577
C -0.431735 -2.440073 -2.736420 -0.209 1.840 0.789
O -0.830735 -2.497673 -1.598720 0.154 -0.396 -0.343
N -0.164435 -1.276973 -3.428820 -0.030 -0.956 -0.577
C -0.033035 -0.005973 -2.896220 0.036 0.827 0.508
C 0.150165 1.093127 -3.741420 -0.107 -0.126 -0.017
C 0.350565 2.348527 -3.201120 0.098 -0.018 -0.072
C 0.404665 2.473927 -1.817220 -0.072 -0.217 -0.805
N 0.205165 1.433827 -1.045320 -0.020 0.084 0.968
C -0.027835 0.240027 -1.517320 -0.051 -0.566 -0.410
C 1.755665 -2.981273 -4.787220 0.855 0.496 -0.319
C 2.603965 -3.266973 -5.831520 -0.265 0.455 0.526
H 2.887065 -5.359073 -8.492420 0.049 -0.001 -0.041
H 4.248265 -5.077073 -7.404520 0.037 -0.018 0.031
H 3.586065 -3.732373 -8.317020 0.013 -0.003 -0.014
H 1.114865 -6.050673 -7.027920 -0.065 -0.085 -0.060
H -0.408935 -5.561573 -5.170120 -0.124 -0.087 -0.007
H -0.725535 -4.392873 -3.142420 -0.182 0.032 0.021
H -0.077935 -1.347273 -4.436520 -0.083 0.039 0.198
H 0.125965 0.953527 -4.812820 0.008 0.028 -0.166
H 0.481665 3.213927 -3.829120 0.018 0.054 -0.165
H 0.606065 3.414527 -1.330820 -0.025 0.242 0.035
H -0.222735 -0.551773 -0.808820 0.049 0.018 0.037
H 1.987565 -2.160973 -4.126320 0.033 -0.002 0.073
H 3.465665 -2.638073 -5.994520 0.103 0.054 0.002

***

These records have electronic energy values of -91023.4959; -45714.6931; -95574.4793 eV, in the order they appear.